Molecular formula: C5H10O2
Method: DFT, the ωB97M-V functional and the def2-TZVPD basis

Values from the calculation:
ΔE to the lowest compared entry with this formula, charge and spin: 72.5 kcal/mol
LUMO energy: 0.910 eV
HOMO-LUMO gap: 9.67 eV
spin multiplicity: 1

Last column: Löwdin charge in e.
Atoms and positions in Å:
C 2.28 -0.44 0.79  -0.09
O 0.89 -0.29 0.57  -0.22
C 0.57 -0.12 -0.80  -0.18
C -0.91 0.16 -0.98  -0.22
C -1.84 -0.58 -0.08  -0.07
C -1.65 0.94 0.05  -0.30
O -0.96 1.59 1.07  -0.01
H 2.67 -1.33 0.28  0.09
H 2.43 -0.54 1.87  0.09
H 2.83 0.45 0.44  0.09
H 1.17 0.70 -1.21  0.13
H 0.81 -1.04 -1.34  0.13
H -1.17 0.25 -2.03  0.14
H -2.78 -0.91 -0.55  0.11
H -1.51 -1.15 0.76  0.10
H -2.69 1.20 -0.02  0.13
H -0.12 1.10 1.18  0.07